# 1
9 unconnected molecules or ions with the total composition ClH16O8. Source: the OMol25 dataset; level of theory: ωB97M-V/def2-TZVPD.

Output
electronic energy	-1071.8425	a.u.
Kohn-Sham gap	0.3745	hartree
HOMO	-6.984	eV
energy above the lowest of the compared OMol25 structures with the same formula, charge and spin	37.00	kJ/mol
charge	-1

Last columns: bonded neighbours and bond lengths (Å).
Cartesian coordinates (Å):
1 Cl 0.04 -0.01 -0.04  no bonds
2 O -0.37 -1.96 -2.76  H3 0.963, H4 0.973
3 H -0.59 -1.50 -3.58  O2 0.963
4 H -0.06 -1.26 -2.16  O2 0.973
5 O -3.19 -1.81 -0.33  H6 0.962, H7 0.969
6 H -3.71 -1.55 -1.10  O5 0.962
7 H -2.49 -1.15 -0.29  O5 0.969
8 O -2.08 -0.58 2.71  H9 0.962, H10 0.970
9 H -1.79 -1.43 3.05  O8 0.962
10 H -1.55 -0.45 1.91  O8 0.970
11 O -1.38 3.25 0.11  H12 0.963, H13 0.969
12 H -1.28 3.42 1.06  O11 0.963
13 H -0.95 2.39 -0.02  O11 0.969
14 O 0.24 -3.27 0.26  H15 0.962, H16 0.977
15 H 1.19 -3.17 0.37  O14 0.962
16 H -0.06 -2.41 -0.08  O14 0.977
17 O 2.68 -0.05 2.13  H18 0.966, H19 0.964
18 H 1.75 -0.27 2.28  O17 0.966
19 H 2.84 -0.33 1.22  O17 0.964
20 O 2.19 1.36 -2.27  H21 0.964, H22 0.972
21 H 2.25 2.17 -1.76  O20 0.964
22 H 1.36 0.94 -1.97  O20 0.972
23 O 1.99 2.70 0.57  H24 0.979, H25 0.966
24 H 1.70 1.77 0.52  O23 0.979
25 H 1.27 3.20 0.16  O23 0.966

=====

# 2
9 unconnected molecules or ions with the total composition ClH20N2O6 in a non-equilibrium geometry. Source: the OMol25 dataset; level of theory: ωB97M-V/def2-TZVPD.

Output
electronic energy	-1032.8652	a.u.
Kohn-Sham gap	0.2965	hartree
HOMO	-12.905	eV
charge	+1

Last columns: bonded neighbours and bond lengths (Å).
Cartesian coordinates (Å):
1 N -0.21 -1.58 2.83  H2 1.010, H3 1.010, H4 1.010, H5 1.010
2 H 0.48 -1.43 3.55  N1 1.010
3 H -0.21 -0.73 2.28  N1 1.010
4 H -1.17 -1.74 3.11  N1 1.010
5 H 0.11 -2.37 2.28  N1 1.010
6 N 0.13 -3.06 -1.49  H7 1.010, H8 1.010, H9 1.010, H10 1.010
7 H 0.24 -3.68 -0.70  N6 1.010
8 H -0.45 -3.55 -2.16  N6 1.010
9 H 1.07 -2.99 -1.86  N6 1.010
10 H -0.24 -2.16 -1.22  N6 1.010
11 Cl -0.02 0.35 0.23  no bonds
12 O 2.62 0.03 -1.67  H13 0.957, H14 0.957
13 H 1.82 0.27 -1.20  O12 0.957
14 H 2.58 -0.92 -1.74  O12 0.957
15 O -3.27 2.24 0.09  H16 0.957, H17 0.957
16 H -2.64 1.54 0.25  O15 0.957
17 H -4.06 1.96 0.56  O15 0.957
18 O -0.87 2.93 2.04  H19 0.957, H20 0.957
19 H -0.43 2.25 1.53  O18 0.957
20 H -1.42 3.39 1.41  O18 0.957
21 O -1.21 -0.36 -2.53  H22 0.957, H23 0.957
22 H -2.13 -0.43 -2.25  O21 0.957
23 H -0.72 -0.24 -1.71  O21 0.957
24 O 3.28 0.28 1.39  H25 0.957, H26 0.957
25 H 3.75 1.11 1.43  O24 0.957
26 H 2.37 0.53 1.25  O24 0.957
27 O 0.50 3.00 -1.76  H28 0.957, H29 0.957
28 H -0.10 3.22 -2.48  O27 0.957
29 H 0.21 2.13 -1.47  O27 0.957

=====

# 3
11 unconnected molecules or ions with the total composition ClH20O10 in a non-equilibrium geometry. Source: the OMol25 dataset; level of theory: ωB97M-V/def2-TZVPD.

Output
electronic energy	-1224.7000	a.u.
Kohn-Sham gap	0.3480	hartree
HOMO	-6.850	eV
energy above the lowest of the compared OMol25 structures with the same formula, charge and spin	51.88	kJ/mol
charge	-1

Last columns: bonded neighbours and bond lengths (Å).
Cartesian coordinates (Å):
1 Cl -2.45 -3.27 -9.30  no bonds
2 O 0.44 -2.35 -9.57  H3 0.954, H4 0.972
3 H 0.75 -2.08 -8.71  O2 0.954
4 H -0.48 -2.62 -9.39  O2 0.972
5 O -0.48 -4.06 -11.93  H6 0.968, H7 0.974
6 H -1.10 -3.42 -11.55  O5 0.968
7 H -0.79 -4.96 -11.70  O5 0.974
8 O -1.74 -1.36 -11.69  H9 0.954, H10 0.955
9 H -1.11 -1.27 -10.98  O8 0.954
10 H -2.46 -1.88 -11.34  O8 0.955
11 O -2.85 -2.35 -6.08  H12 0.939, H13 0.957
12 H -3.30 -2.91 -6.68  O11 0.939
13 H -2.57 -2.91 -5.36  O11 0.957
14 O -5.65 -3.76 -9.05  H15 0.941, H16 0.925
15 H -5.68 -4.69 -9.19  O14 0.941
16 H -4.98 -3.51 -9.64  O14 0.925
17 O -4.33 -0.96 -9.64  H18 0.978, H19 0.952
18 H -3.64 -1.61 -9.41  O17 0.978
19 H -5.04 -1.10 -9.03  O17 0.952
20 O -4.11 -4.69 -12.00  H21 0.964, H22 0.992
21 H -3.35 -4.76 -11.40  O20 0.964
22 H -4.35 -3.73 -12.08  O20 0.992
23 O -1.45 -5.60 -7.03  H24 0.953, H25 0.955
24 H -2.17 -4.99 -7.14  O23 0.953
25 H -1.69 -6.05 -6.22  O23 0.955
26 O -3.75 -6.17 -9.46  H27 0.955, H28 0.964
27 H -3.31 -5.33 -9.52  O26 0.955
28 H -3.10 -6.81 -9.79  O26 0.964
29 O -1.41 -0.52 -7.78  H30 0.936, H31 0.988
30 H -2.00 -1.20 -7.53  O29 0.936
31 H -1.08 -0.16 -6.93  O29 0.988

=====

# 4
ClH2N2P in the gas phase in a non-equilibrium geometry. Source: the OMol25 dataset; level of theory: ωB97M-V/def2-TZVPD.

Output
electronic energy	-912.2093	a.u.
Kohn-Sham gap	0.3162	hartree
HOMO	-9.302	eV
SMILES	N/N=P\Cl
energy above the lowest of the compared OMol25 structures with the same formula, charge and spin	186.60	kJ/mol

Last columns: bonded neighbours and bond lengths (Å).
Cartesian coordinates (Å):
1 N -0.61 -0.28 -0.66  N2 1.259, H5 1.051, H6 1.108
2 N -0.25 -0.88 0.39  N1 1.259, P3 1.551
3 P 0.96 -0.80 1.35  N2 1.551, Cl4 2.511
4 Cl 1.56 1.44 0.40  P3 2.511
5 H -1.65 -0.11 -0.66  N1 1.051
6 H -0.01 0.63 -0.82  N1 1.108

=====

# 5
3 unconnected molecules or ions with the total composition ClH2N3O2 in a non-equilibrium geometry. Source: the OMol25 dataset; level of theory: ωB97M-V/def2-TZVPD.

Output
electronic energy	-775.9972	a.u.
Kohn-Sham gap (spin up / spin down)	0.2967 / 0.1756	hartree
HOMO (spin up / spin down)	-2.101 / 0.476	eV
energy above the lowest of the compared OMol25 structures with the same formula, charge and spin	56.50	kJ/mol
charge	-2

Last columns: bonded neighbours and bond lengths (Å).
Cartesian coordinates (Å):
1 N -0.39 1.26 0.18  N3 1.171
2 N 0.06 -1.26 -0.18  O4 1.374, H7 1.083, H8 1.004
3 N 0.65 1.78 0.04  N1 1.171, O5 1.208
4 O -0.65 -2.40 -0.48  N2 1.374
5 O 1.83 1.77 -0.19  N3 1.208
6 Cl -11.25 1.77 0.33  no bonds
7 H 0.53 -1.23 0.80  N2 1.083
8 H -0.45 -0.40 -0.19  N2 1.004

=====

# 6
ClH2NO2Si in the gas phase in a non-equilibrium geometry. Source: the OMol25 dataset; level of theory: ωB97M-V/def2-TZVPD.

Output
electronic energy	-956.0352	a.u.
Kohn-Sham gap	0.3709	hartree
HOMO	-10.931	eV
SMILES	O=[N+]([O-])[SiH2]Cl
energy above the lowest of the compared OMol25 structures with the same formula, charge and spin	117.87	kJ/mol

Last columns: bonded neighbours and bond lengths (Å).
Cartesian coordinates (Å):
1 O 1.18 -0.22 1.32  N2 1.223
2 N 0.69 0.56 0.51  O1 1.223, O3 1.217, Si4 1.884
3 O 0.91 1.75 0.57  N2 1.217
4 Si -0.65 -0.24 -0.54  N2 1.884, Cl5 2.271, H6 1.380, H7 1.446
5 Cl 0.21 -2.26 -1.16  Si4 2.271
6 H -1.28 -0.43 0.67  Si4 1.380
7 H -1.06 0.85 -1.39  Si4 1.446